No. 1
Below is a structure of composition C8H12N2S in a non-equilibrium geometry, with properties calculated with wB97M-V/def2-TZVPD.

As for the LUMO energy: -0.001 Ha. For the energy above the lowest of the compared OMol25 structures with the same formula, charge and spin, the calculation gives 235.9 kJ/mol.

Geometry as ORCA input:
```
! RIJCOSX wB97M-V def2-TZVPD def2/J DEFGRID3
* xyz 0 1
C -1.22686 -1.35079 0.23818
C -0.96916 -0.10824 0.63892
C 0.96718 -1.61398 -0.72431
C 0.52298 -0.55810 3.24091
C -0.41138 -2.18949 -0.63959
C 0.23101 0.52471 0.09826
C -0.47976 2.54967 -1.26005
C 0.33579 2.00160 -0.07444
N 0.90571 -0.18403 -0.81792
N 0.00100 -1.12456 4.09665
S 1.46336 0.19215 2.03460
H -2.05941 -1.86894 0.65400
H -1.71498 0.40006 1.19852
H 1.50679 -2.04314 -1.68264
H -0.44539 -3.18330 -0.04264
H -0.99573 -2.34087 -1.53762
H -0.18514 2.22847 -2.38045
H -0.38193 3.64322 -1.36790
H -1.57410 2.22793 -1.29419
H -0.23342 2.32614 0.95646
H 1.37316 2.45500 -0.12512
H 1.76832 -0.03317 -1.33638
H 1.60196 -1.95033 0.12677
*
```

---

No. 2
Below is an isolated molecule of C8H12N4O in a non-equilibrium geometry, with properties calculated with wB97M-V/def2-TZVPD.

As for the LUMO energy: -0.026 Ha. Its SMILES is CC(C)(C)/C(=C/C=O)n1ncnn1. For the energy above the lowest of the compared OMol25 structures with the same formula, charge and spin, the calculation gives 282.9 kJ/mol.

Geometry as ORCA input:
```
! RIJCOSX wB97M-V def2-TZVPD def2/J DEFGRID3
* xyz 0 1
C -0.37817 3.13763 -0.98521
C -0.96770 0.00492 1.72463
C -1.43123 1.04318 2.59605
C -0.20363 0.14513 0.54817
C 1.87436 -0.94393 -0.33859
C -0.02517 -2.36663 0.24381
C -0.28553 -0.84204 -1.72163
C 0.33641 -1.01825 -0.33219
N 0.83333 2.66171 -1.49346
N -0.91980 2.36457 -0.08977
N 1.01225 1.63641 -0.77580
N 0.05222 1.39212 0.01120
O -1.69370 0.87992 3.78294
H -0.76085 4.04535 -1.39709
H -1.02584 -0.95021 2.18982
H -1.56889 1.90662 2.00771
H 2.27312 -0.44461 -1.20625
H 2.33393 -1.94584 -0.23316
H 2.12793 -0.52713 0.63520
H 0.08728 -3.13048 -0.45342
H 0.49950 -2.49107 1.22733
H -1.10820 -2.23180 0.31203
H 0.29113 -1.49827 -2.33274
H -1.30723 -1.07698 -1.93444
H -0.04557 0.24970 -1.98515
*
```

---

No. 3
Below is a cluster of 2 separate species, C8H12N4O2 in total in a non-equilibrium geometry, with properties calculated with wB97M-V/def2-TZVPD.

As for the LUMO energy: -0.051 Ha. For the energy above the lowest of the compared OMol25 structures with the same formula, charge and spin, the calculation gives 649.2 kJ/mol.

Geometry as ORCA input:
```
! RIJCOSX wB97M-V def2-TZVPD def2/J DEFGRID3
* xyz 0 1
C 0.09741 2.05098 0.50946
C 1.91958 0.22380 -0.73774
C -2.23651 1.60966 0.68898
C -0.88857 1.26892 -1.68485
C 1.30433 -2.08275 -0.70257
C 1.85592 -0.97877 1.57641
C -0.93287 1.14733 -0.07754
C 1.41721 -0.88044 0.12974
N 0.96847 2.48869 1.11639
N 2.37729 0.87301 -1.56358
N -0.59747 -0.17262 0.32781
N -1.41713 -1.21171 0.26708
O -2.57330 -1.05969 -0.22520
O -1.10268 -2.29988 0.70687
H -2.31626 2.62291 0.34586
H -3.19062 1.12962 0.37989
H -2.19586 1.48669 1.68868
H -1.78757 1.12680 -2.26121
H -0.25468 0.52860 -2.04886
H -0.71752 2.32638 -1.86354
H 2.30378 -2.20586 -0.95553
H 1.08480 -3.01915 -0.06222
H 0.72105 -1.80008 -1.56477
H 1.45383 -1.87467 2.06646
H 1.81038 -0.20411 2.36962
H 2.89701 -1.09365 1.57435
*
```

---

No. 4
Below is a structure of composition C8H12NO5 in a non-equilibrium geometry, with properties calculated with wB97M-V/def2-TZVPD.

As for the LUMO energy: -0.145 Ha. For the energy above the lowest of the compared OMol25 structures with the same formula, charge and spin, the calculation gives 9.6 kJ/mol.

Geometry as ORCA input:
```
! RIJCOSX wB97M-V def2-TZVPD def2/J DEFGRID3
* xyz 1 1
C 2.56177 -0.09964 -0.46072
C -1.63240 1.48464 -0.34248
C -1.72865 0.31212 -1.30715
C -0.77226 -0.75763 -0.77625
C 0.43551 -0.02164 -0.16462
C -0.26128 -1.88069 -1.78863
C 0.83825 0.33852 2.55254
C 1.12978 -0.46369 1.27733
N 1.45661 0.17081 -1.09067
O -2.52861 2.04092 0.11216
O -0.24299 1.60734 0.04586
O -3.01969 -0.20390 -1.38104
O 0.77559 1.74415 2.44698
O 2.46633 -0.43147 0.80936
H 3.44394 -0.34456 -0.90761
H -1.35290 0.71306 -2.24879
H -1.37647 -1.26319 0.10722
H -0.43507 -1.44051 -2.88348
H -0.88861 -2.75210 -1.73337
H 0.88722 -2.13616 -1.79351
H -0.25446 0.02539 2.73369
H 1.68299 0.09962 3.37919
H 0.76857 -1.44935 1.37127
H -3.59786 0.47763 -1.73828
H 0.05712 1.92679 0.96330
H 1.58755 2.30354 2.81768
*
```

---

No. 5
Below is a structure of composition C8H12NOS in a non-equilibrium geometry, with properties calculated with wB97M-V/def2-TZVPD.

As for the LUMO energy (alpha / beta): -0.220 / -0.220 Ha. For the energy above the lowest of the compared OMol25 structures with the same formula, charge and spin, the calculation gives 549.1 kJ/mol.

Geometry as ORCA input:
```
! RIJCOSX wB97M-V def2-TZVPD def2/J DEFGRID3
* xyz 1 1
C 0.84871 2.18656 -0.19758
C -0.42509 1.50346 -0.22330
C 2.17676 1.90857 -0.34230
C -1.02763 0.38899 0.41291
C -0.17901 -0.76881 0.95037
C 1.13970 -1.14428 0.26622
C 2.38151 -0.26618 0.63804
C 2.94320 0.83430 -0.38315
N -2.97059 -1.27341 -1.30609
O -3.49536 1.35751 0.06548
S -2.75306 0.15025 0.46911
H 0.86200 3.32557 0.00903
H -1.13429 2.10851 -0.57100
H 0.15079 -0.77945 1.93234
H -0.96430 -1.68317 0.94102
H 1.52519 -2.06144 0.51301
H 1.15677 -1.16104 -0.88973
H 2.10834 0.20973 1.59456
H 3.03559 -0.98902 1.05550
H 3.88233 0.61418 -0.83288
H -3.78284 -1.01347 -1.80931
H -3.39079 -1.89561 -0.63077
H -2.08793 -1.55175 -1.66145
*
```

---

No. 6
Below is an isolated molecule of C8H12O in a non-equilibrium geometry, with properties calculated with wB97M-V/def2-TZVPD.

As for the LUMO energy: 0.033 Ha. Its SMILES is C[C@]12C[C@@H]1[C@@]1(C)C[C@@]21O. For the energy above the lowest of the compared OMol25 structures with the same formula, charge and spin, the calculation gives 402.9 kJ/mol.

Geometry as ORCA input:
```
! RIJCOSX wB97M-V def2-TZVPD def2/J DEFGRID3
* xyz 0 1
C 0.66683 1.50796 -0.87831
C -0.05896 -1.68494 0.26057
C -2.42234 -0.72677 -0.14880
C 2.39122 0.38995 0.68205
C -0.42665 0.88109 -0.05949
C -0.94879 -0.48033 0.05292
C 1.24716 0.29230 -0.26982
C 0.67687 -0.91519 -0.77857
O -0.98514 1.85473 0.77543
H -1.68469 1.50607 1.34329
H 0.52835 1.50153 -1.95834
H 1.00374 2.47864 -0.51936
H 0.41616 -1.78040 1.23747
H -0.49362 -2.63147 -0.05985
H 0.42939 -1.03572 -1.82779
H -2.84303 -1.35610 0.64470
H -2.59499 -1.24949 -1.09568
H -2.99565 0.20213 -0.16981
H 2.28595 1.26226 1.33491
H 2.46906 -0.51473 1.29156
H 3.33914 0.49849 0.14291
*
```

---

No. 7
Below is an isolated molecule of C8H12O in a non-equilibrium geometry, with properties calculated with wB97M-V/def2-TZVPD.

As for the LUMO energy: 0.037 Ha. Its SMILES is C=C1C[C@@H](OC)[C@H]2C[C@H]12. For the energy above the lowest of the compared OMol25 structures with the same formula, charge and spin, the calculation gives 487.3 kJ/mol.

Geometry as ORCA input:
```
! RIJCOSX wB97M-V def2-TZVPD def2/J DEFGRID3
* xyz 0 1
C 2.89292 -0.32445 -0.43906
C 0.79893 0.09379 0.75736
C -0.00965 -1.13016 0.37983
C -1.34098 -0.59825 -0.21152
C -2.46502 -1.26358 -0.32188
C -0.95477 0.76171 -0.65157
C -1.11501 2.15200 -0.05319
C -0.40474 1.12420 0.69262
H 3.37848 0.25871 -1.22757
H 3.53743 -0.45652 0.51983
H 2.55688 -1.30619 -0.84675
H 1.21340 -0.03986 1.72190
H -0.27679 -1.74062 1.32262
H 0.53115 -1.81386 -0.28701
H -2.54311 -2.38810 -0.05891
H -3.35328 -0.78816 -0.70907
H -0.23682 0.84354 -1.40789
H -2.12053 2.56711 0.29881
H -0.58897 2.91624 -0.67322
H -1.18915 0.61729 1.40851
O 1.68963 0.51515 -0.21381
*
```

---

No. 8
Below is an isolated molecule of C8H12O in a non-equilibrium geometry, with properties calculated with wB97M-V/def2-TZVPD.

As for the LUMO energy: 0.037 Ha. Its SMILES is C[C@H]1C[C@H]2C[C@@H]2[C@]12CO2. For the energy above the lowest of the compared OMol25 structures with the same formula, charge and spin, the calculation gives 473.3 kJ/mol.

Geometry as ORCA input:
```
! RIJCOSX wB97M-V def2-TZVPD def2/J DEFGRID3
* xyz 0 1
C 1.81489 1.52889 -0.33306
C 0.65450 0.88975 0.41028
C -0.60616 1.63210 0.25526
C -1.55642 0.42050 0.46506
C -2.45650 -0.44756 -0.28163
C -0.98568 -0.48312 -0.59480
C 0.41305 -0.62170 0.00977
C 0.88674 -1.74924 0.69637
H 1.53928 1.78671 -1.35816
H 2.74182 0.93281 -0.41575
H 2.10202 2.48068 0.15566
H 1.01053 0.90078 1.43729
H -0.81712 2.61071 0.92013
H -0.67406 2.00903 -0.76046
H -1.30411 -0.18607 1.35567
H -3.03154 0.09186 -1.04356
H -3.06096 -1.22860 0.23208
H -0.77424 -0.09348 -1.58043
H 1.60859 -1.69714 1.54161
H 0.38420 -2.66718 0.79418
O 1.41112 -1.49472 -0.63022
*
```

---

No. 9
Below is a cluster of 2 separate species, C8H12O3S in total in a non-equilibrium geometry, with properties calculated with wB97M-V/def2-TZVPD.

As for the LUMO energy (alpha / beta): -0.025 / -0.043 Ha. For the energy above the lowest of the compared OMol25 structures with the same formula, charge and spin, the calculation gives 564.6 kJ/mol.

Geometry as ORCA input:
```
! RIJCOSX wB97M-V def2-TZVPD def2/J DEFGRID3
* xyz 0 1
C -3.67454 0.88483 0.68222
C -0.44230 0.72053 -3.64535
C -2.51996 0.19551 0.44377
C -1.36891 1.01569 0.04167
C -2.29528 -1.29941 0.61340
C 2.62667 0.28212 0.21335
C 1.83421 0.10669 -1.13615
C 0.62222 0.99846 -1.12754
O -1.44751 2.23951 -0.02068
O -2.14198 -0.80811 -4.72845
O -0.42833 0.31461 -0.67635
S -1.27998 -0.69603 -3.55767
H -4.60257 0.51903 0.91160
H -3.55839 1.89332 0.40479
H -0.71026 1.59476 -4.19443
H -2.98395 -1.67894 1.45619
H -2.67317 -1.90988 -0.27824
H -1.18498 -1.48899 0.46161
H 2.59703 1.37001 0.40658
H 2.13789 -0.24383 1.07482
H 3.76870 0.08582 0.10733
H 1.82035 -0.92860 -1.28741
H 2.58487 0.55171 -1.84305
H 0.61079 1.99465 -1.02551
*
```

---

No. 10
Below is a cluster of 2 separate species, C8H12SSi in total in a non-equilibrium geometry, with properties calculated with wB97M-V/def2-TZVPD.

As for the LUMO energy: 0.007 Ha. Its SMILES is C=[SiH]c1ccc(C)cc1.S. For the energy above the lowest of the compared OMol25 structures with the same formula, charge and spin, the calculation gives 303.2 kJ/mol.

Geometry as ORCA input:
```
! RIJCOSX wB97M-V def2-TZVPD def2/J DEFGRID3
* xyz 0 1
C -0.95838 -0.13770 1.88717
C -1.86721 -1.07001 -0.09036
C 0.33681 -0.15570 1.23759
C -0.62242 -1.21115 -0.62124
C -2.01496 -0.59954 1.17771
C 0.52454 -0.63351 -0.01597
C -3.36382 -0.71462 1.89622
C 2.01924 0.69856 -2.41345
Si 2.16661 -0.35066 -0.92902
S 1.50032 4.23281 -3.32830
H -1.07632 0.40559 2.81996
H -2.70536 -1.56609 -0.52441
H 1.27528 0.28640 1.71473
H -0.53043 -1.44194 -1.69892
H -4.10425 -0.02827 1.49571
H -3.61393 -1.76289 1.66248
H -3.18470 -0.55215 2.95937
H 1.06417 1.26951 -2.71311
H 2.92326 0.90497 -3.01890
H 1.91127 3.57601 -2.19600
H 3.07168 -1.21844 -0.36374
H 1.48874 5.47157 -2.65916
*
```